[1]
Below is a molecular structure, C16H14BCl5N6Sn at a distorted geometry, with properties calculated with ωB97M-V with the def2-TZVPD basis set.

The geometry in XYZ format:
```
43
C16H14BCl5N6Sn (ωB97M-V with the def2-TZVPD basis set)
Sn -0.385 0.298 0.416
Cl -0.307 -5.580 0.708
Cl 2.173 -0.063 2.352
Cl 3.478 -2.735 3.401
Cl -1.509 -2.884 -0.389
Cl 2.153 -5.500 2.671
N -1.452 1.498 -2.194
N 1.084 1.514 -2.013
N -0.271 2.368 0.492
N 1.213 0.568 -1.033
N -0.280 3.100 -0.678
N -1.741 0.569 -1.221
C 1.525 -4.055 2.021
C 0.459 -1.660 1.004
C -2.916 -0.022 -1.537
C 2.107 -2.811 2.378
C 3.095 0.614 -2.209
C -1.535 0.124 2.404
C 1.541 -1.623 1.868
C -0.345 3.242 1.534
C -3.360 0.517 -2.743
C -0.113 -2.875 0.643
C -0.389 4.527 1.007
C 2.215 1.558 -2.729
C -0.342 4.403 -0.378
C -2.416 1.466 -3.123
C 0.409 -4.090 1.142
C 2.438 0.006 -1.143
B -0.193 2.413 -2.081
H -2.124 -0.404 1.626
H 2.780 -0.757 -0.459
H -4.251 0.239 -3.275
H -3.351 -0.787 -0.909
H -2.336 2.113 -3.984
H -0.348 2.905 2.562
H -0.130 3.218 -2.962
H 2.286 2.251 -3.551
H -0.351 5.134 -1.175
H 4.085 0.390 -2.556
H -0.480 0.691 2.174
H -2.192 0.897 2.815
H -1.286 -0.619 3.172
H -0.454 5.440 1.566
```

Output
- Total energy: -3486.5935 a.u.
- ΔE to the lowest compared entry with this formula, charge and spin: 42.8 kcal per mole
- Multiplicity: 1


[2]
Below is C21H34N4O2S2 in the gas phase, with properties calculated with ωB97M-V with the def2-TZVPD basis set.

The geometry in XYZ format:
```
63
C21H34N4O2S2 (ωB97M-V with the def2-TZVPD basis set)
S -1.604 -0.336 -2.570
S -2.836 -4.680 0.298
O 0.411 0.799 1.248
O 4.789 0.886 -0.264
N 0.632 -0.193 -1.201
N -0.497 -2.213 -1.087
N -0.240 2.855 0.591
N 3.063 -1.349 0.157
C 3.868 0.867 0.802
C -4.636 -2.865 0.365
C -3.687 -2.432 -0.588
C 4.312 0.120 -1.344
C -0.440 -0.944 -1.545
C 0.259 -2.644 0.069
C 0.495 1.236 -1.101
C 2.746 -2.717 0.552
C -0.595 3.805 -0.439
C -0.590 3.214 1.952
C -1.996 3.584 -1.043
C -3.046 3.514 1.305
C 3.563 -0.554 1.272
C 1.611 -3.285 -0.299
C -2.048 2.895 2.284
C -2.973 2.891 -0.092
C -2.655 -3.303 -0.747
C 0.208 1.609 0.356
C -4.312 -4.058 0.922
C -1.457 -3.160 -1.627
C 4.035 -1.322 -0.927
H -5.522 -2.312 0.618
H -3.763 -1.516 -1.145
H -4.048 3.354 1.709
H 0.416 -1.784 0.726
H 0.158 3.789 -1.230
H 1.340 -0.596 -0.582
H 2.430 -2.714 1.598
H 4.477 -0.999 1.700
H -2.252 3.256 3.294
H 3.390 0.564 -1.746
H 1.568 -4.365 -0.158
H -0.393 4.280 2.088
H 1.817 -3.097 -1.354
H 1.415 1.729 -1.435
H 2.930 1.352 0.499
H -0.359 -3.361 0.615
H -2.175 1.811 2.283
H -3.959 2.926 -0.559
H -0.328 1.529 -1.756
H 3.633 -3.365 0.475
H -1.770 -2.785 -2.607
H -4.844 -4.621 1.663
H -1.930 2.980 -1.949
H 5.090 0.153 -2.110
H -2.889 4.593 1.242
H -2.701 1.837 -0.001
H 4.984 -1.792 -0.614
H -0.555 4.794 0.025
H 2.789 -0.507 2.041
H 3.638 -1.874 -1.781
H 0.063 2.645 2.619
H -2.396 4.558 -1.331
H 4.323 1.442 1.609
H -0.957 -4.125 -1.748
```

Output
- Total energy: -1986.4977 a.u.
- Structure (SMILES): O=C(CNC(=S)N(CCCN1CCOCC1)Cc1cccs1)N1CCCCCC1
- ΔE to the lowest compared entry with this formula, charge and spin: 0.0 kcal per mole
- Multiplicity: 1


[3]
Below is a molecular structure, C23H29N3O2PdS3, with properties calculated with ωB97M-V with the def2-TZVPD basis set.

The geometry in XYZ format:
```
61
C23H29N3O2PdS3 (ωB97M-V with the def2-TZVPD basis set)
Pd -0.782 0.442 0.210
S 1.759 1.241 -0.749
S -1.246 5.323 0.983
S -3.377 -1.014 0.328
O -2.854 0.173 1.143
O 0.746 0.173 -1.261
N -0.321 0.725 2.244
N -0.886 2.837 0.619
N -0.582 1.801 4.136
C 3.201 0.299 -0.249
C -0.928 4.359 2.349
C -0.101 -2.259 4.446
C -2.475 -0.806 -1.219
C -0.236 -1.566 5.662
C -0.112 -1.597 3.236
C -1.259 -0.464 -3.675
C -0.414 0.461 4.480
C -0.267 -0.215 3.272
C -1.376 -1.738 -3.130
C 2.901 -0.487 1.030
C -0.535 1.894 2.798
C 3.191 0.318 2.292
C 2.381 2.044 -2.223
C 3.505 4.088 -3.149
C -4.995 -0.554 -0.265
C -1.749 0.642 -3.000
C -2.344 0.492 -1.752
C -0.765 3.067 1.974
C 3.282 3.234 -1.902
C -1.992 -1.919 -1.902
C -1.148 3.946 -0.011
C -0.397 -0.197 5.705
H -5.333 -1.338 -0.945
H -2.830 1.331 -1.271
H 2.880 1.280 -2.823
H 3.436 -0.337 -1.104
H -0.867 4.791 3.336
H 1.470 2.355 -2.740
H -0.792 -0.336 -4.644
H -5.654 -0.502 0.600
H -0.014 -2.128 2.298
H 4.002 1.026 -0.094
H 4.259 0.522 2.380
H 2.574 4.552 -3.480
H -1.288 4.013 -1.081
H 2.663 1.277 2.282
H 3.495 -1.401 1.015
H -0.511 0.328 6.644
H -4.937 0.408 -0.770
H 2.883 -0.229 3.184
H -0.217 -2.122 6.589
H -1.002 -2.596 -3.673
H -1.691 1.624 -3.452
H 4.245 2.880 -1.527
H 2.829 3.840 -1.112
H 0.014 -3.334 4.466
H 4.225 4.880 -2.948
H 3.894 3.486 -3.972
H -2.128 -2.911 -1.488
H 1.859 -0.813 1.022
H -0.736 2.558 4.781
```

Output
- Charge: +2
- Total energy: -2530.4668 a.u.
- ΔE to the lowest compared entry with this formula, charge and spin: 11.3 kcal per mole
- Multiplicity: 3


[4]
Below is 2 unconnected molecules or ions with the total composition C20H39FN2O6P at a distorted geometry, with properties calculated with ωB97M-V with the def2-TZVPD basis set.

The geometry in XYZ format:
```
69
C20H39FN2O6P (ωB97M-V with the def2-TZVPD basis set)
P 2.465 -0.162 4.345
F 0.751 -1.420 -1.742
O 2.710 1.259 5.079
O 0.895 0.069 4.149
O -1.506 -2.095 -0.535
O 3.501 -1.025 4.937
O -1.523 4.956 -2.363
O 2.951 0.186 2.827
N -0.061 -0.467 -1.273
N 1.369 3.080 -3.797
C -0.744 3.787 -2.574
C 0.197 1.309 4.331
C -3.640 -3.271 -4.137
C -0.151 3.290 -1.209
C -2.359 -3.912 -1.997
C -2.539 -2.464 -1.549
C -1.682 1.505 -0.330
C -1.147 -3.412 -4.184
C -1.191 -0.816 -0.651
C 5.010 1.860 5.581
C 3.666 1.431 6.131
C 0.298 4.047 -3.670
C 1.619 -1.357 1.479
C -2.027 0.184 -0.166
C -0.486 1.833 -1.007
C 0.547 2.354 3.297
C 3.003 -0.859 1.859
C 0.310 0.818 -1.447
C -2.409 -3.998 -3.544
C -3.554 -4.742 -1.461
H 1.920 2.968 -2.960
H -3.514 -2.262 -1.110
H -4.468 -4.150 -1.529
H 1.065 2.195 -4.174
H -3.436 -4.990 -0.405
H 4.942 2.861 5.150
H -2.363 -1.806 -2.401
H 1.248 1.007 -1.948
H 3.618 -1.682 2.231
H 1.682 -2.077 0.661
H -2.306 4.681 -1.877
H 0.924 3.461 -1.151
H -1.431 -4.357 -1.640
H -0.042 3.255 3.476
H -4.527 -3.349 -3.512
H -2.307 2.302 0.051
H 3.501 -0.442 0.983
H -0.234 -3.733 -3.678
H 3.750 0.529 6.733
H 5.347 1.194 4.787
H 1.600 2.626 3.325
H -3.395 -2.202 -4.170
H 1.126 -1.848 2.320
H -3.698 -5.638 -2.061
H -2.518 -5.041 -3.845
H -0.237 4.049 -4.620
H -2.936 -0.118 0.335
H -1.176 -2.320 -4.246
H -1.069 -3.767 -5.215
H 0.333 1.680 5.344
H 5.763 1.873 6.369
H 0.983 -0.520 1.178
H -1.429 3.014 -2.952
H 0.690 5.059 -3.545
H -3.813 -3.559 -5.171
H -0.613 3.888 -0.425
H 3.271 2.211 6.783
H -0.862 1.059 4.240
H 0.333 1.986 2.289
```

Output
- Charge: +1
- Total energy: -1787.3551 a.u.
- Multiplicity: 1